Record 1
DFT (ωB97M-V with the def2-TZVPD basis set) results for a structure of composition C43H45IrN11P at a distorted geometry.

## Properties
Orbital gap (spin up / spin down), Ha: 0.245 / 0.259
ΔE to the lowest compared entry with this formula, charge and spin, kcal/mol: 88.28
⟨S²⟩: 0.789
F_max, eV Å⁻¹: 1.1
Net charge: +3
LUMO level (spin up / spin down), eV: -7.6 / -7.8
2S+1: 2
E_tot, hartree: -2712.72851

Element x y z (Å)
Ir -0.2877 0.0495 1.0695
C -4.1776 3.8462 -0.9143
N -3.6143 2.5513 -0.5146
C -4.3453 1.4475 -0.2254
C -3.4509 0.4790 0.1319
N -2.1772 0.9688 0.0757
C -2.3053 2.2357 -0.3246
P -1.0408 3.4458 -0.7366
C 0.2173 3.0929 0.5175
N 0.6904 1.9200 0.9433
C 1.7411 2.2069 1.7809
C 1.8739 3.5574 1.8876
N 0.9044 4.1058 1.1044
C 0.6477 5.5473 1.0020
C -0.0512 2.6946 -2.1166
N 0.1332 1.4126 -2.4994
C 1.3142 1.3147 -3.1877
C 1.8675 2.5487 -3.2256
N 1.0061 3.3916 -2.5760
C 1.2023 4.8443 -2.5393
H -5.2492 3.7194 -1.0345
H -3.9889 4.5907 -0.1447
H -3.7528 4.1682 -1.8620
H -5.4185 1.4309 -0.3084
H -3.6919 -0.5502 0.3328
H 2.3374 1.4362 2.2330
H 2.5570 4.1588 2.4621
H 1.2679 6.0445 1.7418
H 0.9065 5.9220 0.0173
H -0.3961 5.7567 1.2200
H 1.6130 0.3913 -3.6547
H 2.7641 2.9064 -3.7016
H 1.3188 5.2001 -3.5605
H 0.3276 5.3168 -2.1036
H 2.0951 5.0792 -1.9636
N -1.5810 -1.5185 1.7097
C -1.9842 -1.3645 3.1262
C -2.9496 -2.1170 3.7698
C -3.1728 -1.8771 5.1274
C -2.4089 -0.9662 5.8487
C -1.4040 -0.2301 5.2146
C -0.4042 0.6268 5.8952
C 0.9050 0.7540 5.5915
C 1.7270 0.0105 4.5929
N -0.3273 0.3261 3.1333
C -1.3219 -0.3927 3.8421
H -2.4340 -1.5375 1.1602
H -1.1564 -2.4328 1.5731
H -3.5176 -2.8771 3.2476
H -3.9321 -2.4496 5.6415
H -2.5619 -0.8632 6.9152
H -0.7629 1.1718 6.7608
H 1.4748 1.4335 6.2137
H 2.7820 0.2452 4.5365
C 0.2698 -3.7022 -4.3889
C 1.4473 -2.7719 -4.3453
C 2.1033 -2.4050 -5.5200
C 3.2486 -1.6233 -5.5069
C 3.7978 -1.2193 -4.2974
C 3.1634 -1.5728 -3.1162
C 1.9727 -2.2929 -3.1465
N 1.3845 -2.6955 -1.8922
C 1.2201 -1.8529 -0.8100
N 2.0354 -2.1904 0.2274
C 2.0446 -1.7397 1.5701
C 1.2701 -0.7302 1.9424
C 0.9897 -0.4005 3.3414
C 1.3302 -1.4463 4.3814
C 2.3296 -2.4161 3.8726
C 2.7390 -2.5296 2.5950
C 3.7727 -3.5346 2.1722
N 0.3474 -0.8505 -0.7945
C -0.6527 -0.8043 -1.8313
C -0.8478 0.3651 -2.5140
C -2.0094 0.6554 -3.4032
C -2.9551 -0.4861 -3.4871
C -2.7397 -1.6332 -2.8187
C -1.6237 -1.8427 -1.9558
C -1.5747 -3.1205 -1.1882
H 0.0664 -4.0077 -5.4131
H -0.6293 -3.2297 -3.9952
H 0.4538 -4.6106 -3.8116
H 1.7166 -2.7672 -6.4640
H 3.7327 -1.3659 -6.4392
H 4.7282 -0.6675 -4.2732
H 3.6156 -1.3330 -2.1607
H 1.6167 -3.6440 -1.6293
H 2.7167 -2.8984 0.0008
H -0.2398 1.2767 3.4982
H 0.6061 -1.8147 5.0996
H 2.7392 -3.0977 4.6089
H 4.2978 -3.9330 3.0371
H 4.5235 -3.0878 1.5162
H 3.3260 -4.3866 1.6515
H -1.6496 0.9079 -4.4134
H -2.5411 1.5646 -3.0750
H -3.8230 -0.3760 -4.1239
H -3.4476 -2.4465 -2.9331
H -2.5738 -3.4197 -0.8644
H -0.9191 -3.0526 -0.3283
H -1.1864 -3.9438 -1.8000

Cartesian forces (eV/Å) of the 6 atoms listed first:
Ir -0.381 0.593 -0.815
C 0.007 -0.058 -0.022
N 0.001 -0.022 0.021
C 0.016 -0.011 -0.093
C 0.082 -0.141 -0.143
N -0.181 0.229 0.558


Record 2
DFT (ωB97M-V with the def2-TZVPD basis set) results for a structure of composition C4H7NO.

## Properties
Orbital gap, Ha: 0.323
ΔE to the lowest compared entry with this formula, charge and spin, kcal/mol: 82.57
F_max, eV Å⁻¹: 1.0
LUMO level, eV: 0.4
E_tot, hartree: -286.50007

Element x y z (Å)
N -0.9224 0.9248 -0.8803
C -0.0505 -0.1156 -1.3641
O 0.1173 -0.3276 -2.5529
C 0.6294 -0.7542 -0.2662
C 0.1185 -0.9473 1.1301
C 0.2419 0.4935 1.1813
H -0.4247 1.8086 -0.9617
H -1.7579 0.9756 -1.4377
H 1.5124 -1.3520 -0.5415
H -0.8667 -1.3802 1.2708
H 0.8841 -1.4344 1.7235
H 1.1714 1.0114 1.3350
H -0.6527 1.0973 1.3637

Cartesian forces (eV/Å) of the 6 atoms listed first:
N -0.585 0.128 -0.677
C -0.185 0.117 0.068
O -0.099 -0.220 0.491
C -0.008 0.420 0.006
C -0.049 -0.195 0.388
C 0.492 -0.166 0.161


Record 3
DFT (ωB97M-V with the def2-TZVPD basis set) results for a structure of composition C27H37N10O6PmS at a distorted geometry.

## Properties
Orbital gap (spin up / spin down), Ha: 0.308 / 0.309
ΔE to the lowest compared entry with this formula, charge and spin, kcal/mol: 25.55
⟨S²⟩: 6.004
F_max, eV Å⁻¹: 3.2
LUMO level (spin up / spin down), eV: 0.5 / 0.5
2S+1: 5
E_tot, hartree: -3056.78424

Element x y z (Å)
Pm 0.1910 0.6652 -0.1318
O 1.1653 0.1311 4.1546
C 1.2304 0.3452 2.9016
O 0.4546 1.0919 2.2130
C 2.3216 -0.3525 2.1465
C 3.4084 -0.9925 2.7650
C 4.3676 -1.5652 1.9633
C 4.2395 -1.4927 0.5622
C 3.1279 -0.8693 0.0316
N 2.1849 -0.3189 0.8025
C 2.8967 -0.7386 -1.4761
O 3.7045 -1.2652 -2.2429
O 1.8634 -0.0664 -1.8071
H 3.4687 -1.0106 3.8452
H 5.2165 -2.0704 2.4058
H 4.9630 -1.9245 -0.1133
C -2.9325 1.0559 -3.5868
O -1.6275 1.5985 -3.3320
C -0.9893 1.3423 -2.1749
O -1.5560 0.5585 -1.3650
H -2.8667 0.3487 -4.4133
H -3.5897 1.8782 -3.8612
H -3.3149 0.5499 -2.7051
N -1.0864 2.6928 0.4507
C -1.5019 3.2564 1.3719
N -1.9506 3.8699 2.4359
C -2.9617 3.2382 3.2855
C -2.3246 2.7038 4.5642
C -1.5711 3.8279 5.2791
C -0.5094 4.4195 4.3495
C -1.1581 4.9304 3.0667
H -3.4492 2.4428 2.7239
H -3.7096 3.9990 3.5293
H -1.6232 1.9050 4.3069
H -3.1019 2.2893 5.2088
H -1.1029 3.4485 6.1882
H -2.2770 4.6115 5.5760
H 0.2218 3.6476 4.0957
H 0.0155 5.2440 4.8348
H -0.4104 5.2761 2.3552
H -1.8366 5.7592 3.2904
C -2.5298 -1.8291 3.7416
C -1.2974 -2.3377 3.3696
C -0.6941 -1.8514 2.2195
N -1.2473 -0.9093 1.4534
C -2.4359 -0.4263 1.8198
C -3.1156 -0.8552 2.9455
H -3.0348 -2.1898 4.6285
H -0.8029 -3.0962 3.9598
H 0.2580 -2.2440 1.8894
H -2.8599 0.3307 1.1662
H -4.0829 -0.4389 3.1942
C -1.9204 -3.3127 -4.5280
C -0.9499 -4.4685 -4.2861
C -1.5406 -5.4877 -3.3154
C 0.4214 -3.9686 -3.8013
N 0.3562 -3.2781 -2.5278
C 0.0188 -2.0152 -2.2587
N 0.0405 -1.8530 -0.9567
N 0.4040 -3.0437 -0.4382
N 0.5919 -3.9041 -1.3640
H -2.8289 -3.6751 -5.0092
H -1.4760 -2.5514 -5.1741
H -2.2098 -2.8424 -3.5858
H -0.7618 -4.9625 -5.2437
H -1.7127 -5.0403 -2.3352
H -0.8692 -6.3376 -3.1835
H -2.4962 -5.8599 -3.6872
H 0.8537 -3.2843 -4.5306
H 1.0989 -4.8083 -3.6601
H -0.1960 -1.2608 -2.9937
C 4.5684 1.6717 -3.5055
N 4.0443 2.2236 -2.2670
C 2.7609 2.5021 -2.0340
N 1.9225 2.6173 -3.0673
S 2.2524 2.8343 -0.4453
H 5.6544 1.6940 -3.4581
H 4.2609 2.2806 -4.3575
H 4.2401 0.6388 -3.6448
H 4.6017 2.1164 -1.4374
H 2.1848 2.2136 -3.9521
H 0.9384 2.5484 -2.8333

Cartesian forces (eV/Å) of the 6 atoms listed first:
Pm 2.311 0.321 1.109
O 0.103 0.511 -2.683
C -0.594 0.101 3.106
O 0.528 -0.243 0.282
C 0.619 -0.401 -0.931
C -0.740 0.487 -0.122